(1)
Computed, not measured: a molecular structure, C33H34Br4N5O2PSiTa, with ωB97M-V with the def2-TZVPD basis set.

The spin multiplicity is 1. Its charge is +1. For the total energy, the calculation gives -345203.85506 eV. The LUMO energy is -3.225 eV.

Each line ends with the Löwdin charge.
Atoms and positions in Å:
Ta  -1.1766  -0.5129  0.1619  1.754
C  -3.4313  -1.1399  5.3455  -0.024
N  -2.2961  -1.1816  4.4330  -0.125
C  -0.9480  -1.2834  4.9900  -0.007
C  -2.4244  -0.9983  3.1116  -0.372
N  -1.4422  -1.1002  2.2684  0.037
N  -3.6870  -0.6392  2.6582  0.179
C  -4.1345  -0.7811  1.3623  -0.449
N  -5.4700  -0.7435  1.2125  0.201
N  -3.3055  -0.9331  0.3884  0.024
H  -3.1497  -1.6389  6.2677  0.099
H  -4.2762  -1.6949  4.9384  0.096
H  -3.7315  -0.1163  5.5849  0.105
H  -1.0223  -1.2949  6.0726  0.097
H  -0.3384  -0.4299  4.6876  0.099
H  -0.4606  -2.2090  4.6776  0.106
H  -0.5779  -1.4177  2.6876  0.079
H  -4.3615  -0.3418  3.3427  0.135
H  -6.0984  -0.7867  1.9942  0.120
H  -5.8728  -0.6459  0.2964  0.129
H  -3.7677  -1.1253  -0.4951  0.117
Br  -1.0122  -3.9462  -5.8818  0.755
C  -1.0006  -3.5455  -4.0473  -0.743
C  -0.9488  -4.5684  -3.0947  -0.740
Br  -0.8772  -6.3650  -3.6377  0.756
C  -0.9659  -4.2761  -1.7275  -0.653
Br  -0.9207  -5.5843  -0.3851  0.794
C  -1.0131  -2.9499  -1.3355  -0.419
O  -1.0574  -2.4979  -0.0786  -0.270
C  -1.0209  -1.9384  -2.2943  -0.387
O  -1.0435  -0.7041  -1.7412  -0.263
C  -1.0513  -2.2064  -3.6477  -0.653
Br  -1.1821  -0.7642  -4.8322  0.833
C  6.3834  -2.8726  -0.2467  -0.078
C  6.1731  -1.7272  -1.0017  -0.072
C  4.8899  -1.2319  -1.1760  -0.096
C  3.8025  -1.8806  -0.5949  -0.391
C  4.0214  -3.0418  0.1444  -0.103
C  5.3056  -3.5317  0.3263  -0.080
P  2.0770  -1.3074  -0.7429  1.111
C  2.1526  -0.2378  -2.2243  -0.390
C  1.9004  1.1302  -2.2170  -0.083
C  1.9633  1.8616  -3.3965  -0.075
C  2.2975  1.2378  -4.5879  -0.087
C  2.5532  -0.1276  -4.6030  -0.091
C  2.4639  -0.8618  -3.4333  -0.118
C  1.9406  -0.0714  0.6091  -0.396
C  3.0568  0.5219  1.2013  -0.068
C  2.9085  1.4688  2.1989  -0.060
C  1.6372  1.8458  2.6164  -0.082
C  0.5267  1.2532  2.0415  -0.159
C  0.6459  0.2780  1.0358  -0.337
H  7.3860  -3.2568  -0.1149  0.106
H  7.0108  -1.2191  -1.4611  0.107
H  4.7337  -0.3428  -1.7752  0.109
H  3.1775  -3.5738  0.5689  0.098
H  5.4637  -4.4348  0.9001  0.105
H  1.6541  1.6366  -1.2911  0.098
H  1.7609  2.9245  -3.3792  0.099
H  2.3591  1.8113  -5.5031  0.106
H  2.8068  -0.6234  -5.5304  0.109
H  2.6556  -1.9302  -3.4581  0.115
H  4.0501  0.2384  0.8793  0.103
H  3.7838  1.9186  2.6494  0.111
H  1.5194  2.5991  3.3851  0.105
H  -0.4574  1.5737  2.3695  0.082
C  -3.8015  5.0358  -0.8823  -0.185
Si  -2.0545  4.5069  -0.4876  0.434
C  -0.8717  4.9003  -1.8779  -0.178
C  -1.4637  5.2256  1.1340  -0.181
C  -2.0313  2.6563  -0.2843  -0.156
C  -1.9374  1.4538  -0.0947  -0.235
H  -3.8488  6.1216  -0.9859  0.036
H  -4.4967  4.7454  -0.0941  0.030
H  -4.1462  4.5960  -1.8185  0.034
H  -0.7852  5.9817  -2.0031  0.037
H  -1.2094  4.4763  -2.8235  0.037
H  0.1225  4.5060  -1.6652  0.025
H  -1.4475  6.3152  1.0941  0.036
H  -0.4527  4.8826  1.3585  0.028
H  -2.1133  4.9306  1.9586  0.030

(2)
Computed, not measured: a molecular structure, C33H34CoN3O6S3 in a non-equilibrium geometry, with ωB97M-V with the def2-TZVPD basis set.

The spin multiplicity is 5. For the total energy, the calculation gives -121662.54804 eV. The LUMO energy (spin up / spin down) is 0.249 / -1.553 eV.

Each line ends with the Mulliken spin population.
Atoms and positions in Å:
Co  0.6443  0.4095  0.4794  3.189
C  2.5145  2.9693  0.5040  -0.006
C  3.2892  1.7515  -0.0477  0.008
N  2.8959  0.5533  0.6750  0.126
C  3.4471  0.4402  2.0207  -0.003
C  2.3501  -0.0121  2.9970  -0.004
N  1.1146  0.7153  2.7291  0.106
C  1.1281  2.1182  3.1320  0.000
C  0.5707  3.0181  2.0150  -0.009
N  1.1095  2.6295  0.7167  0.105
H  2.6316  3.8085  -0.1911  0.002
H  2.9432  3.2712  1.4629  -0.001
H  4.3693  1.9495  0.0283  0.003
H  3.0266  1.6074  -1.0967  0.001
H  3.0891  -0.3161  0.1490  -0.020
H  3.8443  1.4108  2.3280  0.000
H  4.2687  -0.2837  2.0635  0.002
H  2.6971  0.1281  4.0321  0.001
H  2.1497  -1.0706  2.8313  0.000
H  0.3190  0.2254  3.1235  -0.004
H  2.1592  2.4039  3.3430  -0.001
H  0.5418  2.2902  4.0412  0.001
H  0.8014  4.0670  2.2548  0.000
H  -0.5100  2.8978  1.9718  0.010
H  0.5270  2.9837  -0.0366  -0.007
O  -0.8174  2.0670  -4.8274  0.000
C  0.2489  1.2607  -4.9489  0.000
C  0.6849  0.9082  -6.2289  0.001
C  1.7904  0.1017  -6.4012  0.000
C  2.4865  -0.3828  -5.2996  0.000
C  2.0509  -0.0668  -4.0294  0.003
C  0.9392  0.7519  -3.8367  0.013
C  0.4833  1.0710  -2.4456  -0.002
O  -0.3809  1.9406  -2.2446  0.003
O  1.0580  0.4069  -1.5303  0.109
H  -0.9529  2.2117  -3.8584  0.000
H  0.1300  1.2901  -7.0713  0.000
H  2.1128  -0.1559  -7.4013  0.000
H  3.3554  -1.0080  -5.4398  0.000
H  2.5595  -0.4518  -3.1576  0.000
O  -1.1096  0.5240  0.7868  0.226
C  -2.4813  0.5752  0.7667  -0.068
C  -3.0312  -0.3940  1.7815  0.033
C  -4.3074  -0.6791  2.1612  0.001
C  -4.3564  -1.6839  3.1542  0.001
C  -3.1250  -2.1352  3.4994  0.000
S  -1.8720  -1.3489  2.6191  -0.001
C  -2.9861  0.1889  -0.6050  0.022
C  -2.3376  -0.6010  -1.4992  -0.011
C  -3.0638  -0.7697  -2.6997  -0.003
C  -4.2506  -0.1138  -2.6889  0.000
S  -4.5124  0.7316  -1.2133  0.002
C  -2.8662  1.9942  1.0936  0.027
C  -2.6834  3.0739  0.2848  0.010
C  -2.9770  4.2924  0.9371  -0.003
C  -3.3379  4.1174  2.2334  0.006
S  -3.3530  2.4556  2.6874  0.000
H  -5.1753  -0.1959  1.7497  0.000
H  -5.2697  -2.0504  3.5860  0.000
H  -2.8618  -2.8862  4.2157  0.000
H  -1.3686  -1.0286  -1.2982  0.008
H  -2.7108  -1.3509  -3.5332  0.000
H  -4.9992  -0.0680  -3.4541  0.000
H  -2.3470  2.9886  -0.7340  0.002
H  -2.9177  5.2521  0.4559  0.000
H  -3.6158  4.8587  2.9562  0.000
O  2.9052  -2.1301  -0.0470  0.001
C  1.7740  -2.4321  0.3327  -0.010
O  0.8520  -1.6198  0.6534  0.121
C  1.3855  -3.8773  0.5439  0.011
C  0.4197  -4.1821  1.4981  0.002
C  0.0835  -5.4985  1.7493  -0.001
C  0.6926  -6.5177  1.0343  0.000
C  1.6294  -6.2123  0.0591  0.001
C  1.9844  -4.8957  -0.1845  -0.001
H  -0.0575  -3.3756  2.0331  0.000
H  -0.6576  -5.7224  2.5036  0.000
H  0.4274  -7.5471  1.2344  0.000
H  2.0884  -7.0038  -0.5168  0.000
H  2.7176  -4.6453  -0.9385  0.000

(3)
Computed, not measured: a molecular structure, C33H34N4O5SSbSe5Tl in a non-equilibrium geometry, with ωB97M-V with the def2-TZVPD basis set.

The spin multiplicity is 1. For the total energy, the calculation gives -399765.51835 eV. The LUMO energy is -1.147 eV.

Each line ends with the Löwdin charge.
Atoms and positions in Å:
Tl  13.8982  11.2688  13.1290  0.792
C  10.5093  10.5815  11.5242  -0.170
C  11.3771  9.5655  10.8088  -0.102
C  12.2609  10.2868  9.7875  -0.247
C  12.3100  9.7853  8.4570  -0.029
C  13.0391  10.4314  7.4785  -0.083
C  13.7370  11.5810  7.8722  -0.051
C  13.6436  11.9798  9.1990  -0.147
N  12.8769  11.4204  10.1166  0.095
N  11.0013  11.0551  12.8383  -0.158
C  10.5599  10.0923  13.8880  -0.129
C  11.3542  8.8445  13.7751  -0.297
C  10.7090  7.6203  13.5978  -0.016
C  11.4799  6.4522  13.5163  -0.059
C  12.8338  6.5682  13.7610  -0.057
C  13.3753  7.8357  13.9626  -0.129
N  12.6730  8.9732  13.9823  0.025
C  10.5619  12.4760  12.9441  -0.119
C  11.1373  13.2792  14.1236  -0.244
C  11.3673  14.6473  14.0768  -0.096
C  11.8480  15.3325  15.1355  -0.079
C  12.1762  14.6649  16.2973  -0.054
C  12.0463  13.2903  16.2565  -0.141
N  11.5691  12.6211  15.2206  0.109
H  9.5485  10.0798  11.6699  0.124
H  10.3639  11.4621  10.9270  0.104
H  10.7818  8.7686  10.3094  0.130
H  11.9469  9.0191  11.4614  0.061
H  11.6928  8.9257  8.2118  0.105
H  13.0367  10.0202  6.4604  0.112
H  14.3798  12.2079  7.2264  0.116
H  14.1651  12.8436  9.5121  0.042
H  9.5108  9.8413  13.8457  0.120
H  10.7087  10.5203  14.7912  0.072
H  9.6096  7.6180  13.5287  0.123
H  10.9549  5.4864  13.3710  0.120
H  13.4473  5.6424  13.7630  0.119
H  14.4113  8.0487  14.0301  0.093
H  9.4112  12.4961  12.9895  0.157
H  10.8582  12.9662  12.0301  0.066
H  11.0477  15.1502  13.2006  0.082
H  11.8559  16.4203  15.2187  0.127
H  12.5948  15.2114  17.1296  0.110
H  12.2473  12.6950  17.1113  0.099
Se  18.1568  13.6081  17.7574  -0.069
Sb  16.8165  12.7433  16.0338  0.002
Se  15.3992  10.8089  16.2449  -0.083
Se  17.3234  13.3219  13.5527  0.148
Se  15.5540  14.6219  14.4207  0.515
O  8.6369  13.9389  10.6639  -0.302
S  9.4179  14.8705  9.9340  0.662
C  9.3941  16.4860  10.6971  -0.181
C  8.0361  17.0130  11.0423  -0.253
C  7.4899  18.1729  10.4903  -0.030
C  6.1465  18.5103  10.6855  -0.066
C  5.3711  17.7363  11.5319  -0.091
C  5.9138  16.6138  12.1353  -0.060
C  7.2302  16.2326  11.8573  -0.039
C  8.4895  15.0343  8.3375  -0.154
C  8.8918  13.8130  7.5958  -0.287
C  10.2019  13.6097  7.0580  -0.003
C  10.3790  12.4608  6.2594  -0.077
C  9.3855  11.5280  6.0090  -0.084
C  8.1436  11.7818  6.5780  -0.075
C  7.8728  12.9046  7.3852  -0.032
H  9.8164  17.1658  9.9663  0.110
H  10.1657  16.3564  11.4671  0.104
H  8.0236  18.8143  9.8791  0.088
H  5.7773  19.4095  10.2366  0.099
H  4.3655  17.9737  11.7710  0.093
H  5.1908  16.0496  12.7320  0.111
H  7.6461  15.3668  12.3341  0.103
H  8.6796  15.9036  7.7480  0.108
H  7.4539  15.0461  8.6206  0.099
H  10.8628  14.4011  7.1138  0.090
H  11.3854  12.3196  5.8588  0.098
H  9.5353  10.6239  5.4494  0.100
H  7.4059  11.0061  6.4722  0.095
H  6.8822  13.0388  7.8118  0.118
O  10.8020  14.4586  9.7965  -0.325
Se  13.5787  14.3646  11.8180  0.994
O  13.6174  15.9139  12.2575  -0.564
O  14.1440  13.7643  13.9106  -1.088
O  14.8421  13.9713  10.8906  -0.570